#P
Computed, not measured: a structure of composition C30H90O15S15, with wB97M-V/def2-TZVPD.

- Frontier orbital gap: 5.648 eV
- Charge: 0

```
150
Properties=species:S:1:pos:R:3:lowdin_charge:R:1
C 1.859 8.402 -27.273 -0.148
S 1.435 8.542 -29.113 1.063
O 1.234 7.141 -29.672 -0.739
C -0.270 9.145 -29.002 -0.296
H 1.414 7.521 -26.810 0.000
H 1.413 9.204 -26.686 0.063
H 2.930 8.449 -27.077 0.061
H -0.685 8.610 -28.148 0.058
H -0.790 8.844 -29.911 0.017
H -0.204 10.227 -28.885 0.036
C -5.029 8.848 -36.233 -0.261
S -3.334 9.253 -35.575 1.081
O -3.326 8.519 -34.196 -0.752
C -2.320 8.290 -36.774 -0.231
H -5.750 9.604 -35.920 0.017
H -5.255 7.840 -35.887 0.045
H -5.160 8.904 -37.314 0.067
H -1.345 8.761 -36.897 0.026
H -2.831 8.470 -37.720 0.078
H -2.231 7.226 -36.551 -0.083
C -5.208 6.070 -29.741 -0.155
S -4.314 4.687 -30.641 1.007
O -5.038 3.401 -30.305 -0.504
C -4.767 5.100 -32.358 -0.262
H -5.134 7.041 -30.230 0.051
H -4.982 6.117 -28.676 -0.014
H -6.262 5.795 -29.690 0.090
H -4.378 6.091 -32.591 0.003
H -5.856 5.113 -32.384 0.056
H -4.430 4.390 -33.112 0.089
C -0.549 8.507 -34.248 -0.295
S 0.999 9.117 -35.019 0.952
O 2.215 8.562 -34.277 -0.598
C 0.869 8.186 -36.654 -0.179
H -0.491 7.434 -34.434 0.030
H -1.448 8.869 -34.746 0.019
H -0.590 8.783 -33.194 0.031
H 1.742 8.059 -37.293 0.075
H -0.076 8.389 -37.158 0.008
H 0.602 7.221 -36.222 0.015
C -1.426 11.832 -34.785 -0.255
S -2.002 12.300 -33.097 0.893
O -2.807 13.580 -33.258 -0.486
C -3.205 10.968 -33.163 -0.348
H -0.674 12.532 -35.149 0.092
H -2.239 11.760 -35.507 0.061
H -1.050 10.809 -34.765 0.008
H -2.881 9.939 -33.004 -0.012
H -3.757 11.000 -34.102 0.046
H -3.931 11.043 -32.353 0.012
C 1.243 6.356 -33.182 -0.233
S 2.389 7.318 -32.154 0.948
O 3.366 8.104 -33.032 -0.514
C 1.317 8.601 -31.355 -0.344
H 0.240 6.218 -32.777 0.008
H 1.651 5.347 -33.139 0.062
H 1.168 6.882 -34.134 0.036
H 0.664 9.014 -32.125 0.030
H 1.802 9.437 -30.850 -0.034
H 0.840 8.014 -30.571 -0.109
C -2.585 9.819 -28.106 -0.249
S -2.868 8.155 -28.973 1.098
O -1.605 7.329 -28.525 -0.687
C -4.284 7.642 -27.838 -0.164
H -2.438 9.744 -27.028 0.099
H -3.435 10.446 -28.376 -0.005
H -1.730 10.359 -28.512 0.009
H -4.776 6.769 -28.267 -0.083
H -4.950 8.502 -27.765 0.073
H -4.006 7.287 -26.846 0.091
C 1.079 11.072 -30.200 -0.204
S -0.402 11.146 -31.368 0.999
O -1.270 9.908 -31.107 -0.703
C 0.383 11.124 -33.089 -0.242
H 0.816 10.723 -29.201 0.008
H 1.551 12.054 -30.169 0.085
H 1.823 10.355 -30.546 -0.007
H 1.379 11.545 -32.951 0.102
H -0.115 11.831 -33.752 -0.042
H 0.399 10.097 -33.455 -0.062
C -2.617 11.129 -30.170 -0.350
S -4.354 10.544 -30.246 1.064
O -4.329 9.659 -31.441 -0.624
C -4.961 12.122 -30.877 -0.195
H -2.463 11.962 -29.484 0.115
H -2.235 11.306 -31.175 -0.048
H -1.906 10.387 -29.807 -0.024
H -5.815 11.892 -31.515 0.062
H -4.221 12.678 -31.453 0.051
H -5.357 12.837 -30.157 0.083
C -6.442 7.508 -32.644 -0.187
S -6.233 8.866 -33.926 0.907
O -7.642 9.450 -33.936 -0.547
C -5.259 10.025 -32.911 -0.339
H -5.536 7.386 -32.050 0.010
H -6.639 6.564 -33.153 0.039
H -7.370 7.683 -32.100 0.068
H -4.814 10.851 -33.465 0.047
H -4.434 9.496 -32.433 -0.163
H -5.940 10.457 -32.178 0.074
C 0.541 5.807 -27.254 -0.283
S -0.499 4.428 -27.864 0.957
O -1.140 3.788 -26.635 -0.521
C -1.846 5.343 -28.695 -0.282
H -0.090 6.579 -26.813 0.058
H 1.234 6.175 -28.010 -0.026
H 1.200 5.428 -26.473 0.079
H -1.484 5.933 -29.537 0.022
H -2.497 5.915 -28.033 0.067
H -2.445 4.543 -29.129 0.028
C -1.601 4.735 -31.736 -0.426
S -1.421 3.005 -31.201 0.997
O -1.110 3.121 -29.733 -0.682
C -3.244 2.513 -31.260 -0.259
H -0.666 5.294 -31.704 -0.067
H -2.264 5.288 -31.070 0.000
H -2.092 4.773 -32.708 0.033
H -3.408 1.447 -31.417 0.071
H -3.758 3.055 -32.053 0.011
H -3.732 2.797 -30.327 -0.035
C -0.942 4.536 -34.590 -0.171
S -1.956 5.567 -35.769 1.053
O -1.062 6.576 -36.474 -0.620
C -2.875 6.599 -34.577 -0.322
H -0.255 5.169 -34.028 0.017
H -0.385 3.802 -35.173 0.074
H -1.613 4.032 -33.895 0.038
H -3.428 6.011 -33.845 0.057
H -3.555 7.341 -34.995 0.013
H -2.163 7.097 -33.918 -0.068
C 2.831 4.726 -29.065 -0.162
S 2.245 5.422 -30.728 0.872
O 2.725 4.241 -31.573 -0.520
C 0.371 5.377 -30.521 -0.333
H 2.405 3.740 -28.881 0.063
H 2.471 5.399 -28.287 -0.003
H 3.919 4.683 -29.006 0.058
H -0.168 5.729 -31.401 -0.037
H 0.108 5.930 -29.620 0.050
H 0.047 4.372 -30.250 0.040
C -1.053 7.199 -30.837 -0.307
S -1.952 6.926 -32.361 1.087
O -3.102 5.984 -31.997 -0.813
C -2.757 8.609 -32.433 -0.268
H -0.412 6.342 -30.629 -0.106
H -1.782 7.465 -30.072 -0.041
H -0.393 8.066 -30.857 0.030
H -2.055 9.343 -32.826 0.054
H -3.164 8.927 -31.473 0.021
H -3.587 8.384 -33.103 -0.042
```

***

#Q
Computed, not measured: a cluster of 15 separate species, C30H90O15S15 in total, with wB97M-V/def2-TZVPD.

- Frontier orbital gap: 7.413 eV
- Charge: 0

```
150
Properties=species:S:1:pos:R:3:lowdin_charge:R:1
C 2.649 -3.941 0.307 -0.219
S 1.813 -3.424 -1.262 0.814
O 2.879 -2.661 -2.103 -0.579
C 1.386 -4.986 -2.088 -0.254
H 2.120 -4.808 0.703 0.005
H 2.652 -3.086 0.983 0.028
H 3.624 -4.313 -0.009 0.058
H 1.496 -5.069 -3.169 0.060
H 0.429 -5.476 -1.909 0.037
H 2.179 -5.646 -1.736 0.044
C -3.692 -4.515 -2.172 -0.268
S -3.818 -3.378 -0.805 0.791
O -4.488 -2.159 -1.383 -0.543
C -5.009 -4.416 0.185 -0.232
H -3.261 -5.465 -1.857 0.042
H -3.108 -4.059 -2.971 0.056
H -4.677 -4.661 -2.616 0.065
H -5.219 -3.857 1.097 0.041
H -4.708 -5.433 0.437 0.047
H -5.909 -4.464 -0.429 0.054
C 2.262 5.002 1.752 -0.246
S 1.764 3.495 2.695 0.821
O 2.666 3.346 3.905 -0.556
C 0.048 3.981 3.157 -0.238
H 1.804 5.089 0.767 0.038
H 3.337 4.995 1.577 0.042
H 1.996 5.929 2.260 0.049
H -0.284 3.060 3.638 0.018
H -0.614 4.230 2.328 0.038
H -0.066 4.780 3.890 0.051
C -1.482 3.474 -2.381 -0.249
S -1.638 2.413 -3.904 0.839
O -3.103 2.527 -4.280 -0.576
C -0.610 3.561 -4.957 -0.243
H -1.647 4.541 -2.526 0.060
H -0.479 3.281 -2.001 -0.010
H -2.235 3.139 -1.668 0.023
H -1.184 4.465 -5.156 0.054
H -0.141 3.123 -5.839 0.043
H 0.152 3.993 -4.308 0.010
C -0.896 -7.873 2.327 -0.236
S 0.065 -6.508 1.519 0.814
O 1.032 -7.263 0.592 -0.561
C -1.323 -5.838 0.534 -0.271
H -1.578 -8.444 1.696 0.058
H -1.593 -7.361 2.991 0.040
H -0.154 -8.482 2.843 0.052
H -2.135 -5.487 1.171 0.042
H -1.703 -6.620 -0.123 0.062
H -1.007 -4.891 0.097 0.032
C 1.732 -0.206 -6.647 -0.269
S 0.890 -1.812 -6.707 0.829
O 1.985 -2.805 -6.953 -0.569
C 0.540 -1.734 -4.866 -0.243
H 1.041 0.612 -6.446 0.041
H 2.110 0.012 -7.646 0.050
H 2.530 -0.240 -5.905 0.052
H -0.126 -0.884 -4.721 0.036
H 1.500 -1.749 -4.348 0.033
H -0.024 -2.638 -4.637 0.033
C -0.736 -0.012 4.852 -0.240
S -2.438 -0.617 4.523 0.829
O -3.427 0.535 4.634 -0.564
C -2.206 -1.005 2.726 -0.242
H -0.390 -0.060 5.884 0.049
H -0.889 1.062 4.744 0.034
H 0.038 -0.461 4.230 0.032
H -2.192 -0.107 2.109 0.025
H -3.021 -1.688 2.485 0.031
H -1.286 -1.548 2.510 0.025
C 3.619 0.088 3.995 -0.243
S 5.380 0.100 3.380 0.849
O 6.259 0.671 4.503 -0.590
C 5.199 1.542 2.245 -0.273
H 3.496 -0.619 4.816 0.030
H 2.972 -0.270 3.195 0.015
H 3.172 1.026 4.326 0.035
H 6.096 1.946 1.777 0.047
H 4.999 2.416 2.864 0.037
H 4.318 1.425 1.613 0.024
C 3.480 3.817 -1.592 -0.241
S 2.382 2.848 -2.703 0.810
O 2.734 3.255 -4.132 -0.578
C 3.163 1.158 -2.497 -0.211
H 4.454 3.690 -2.063 0.048
H 3.613 3.276 -0.655 0.043
H 3.234 4.878 -1.642 0.055
H 2.760 0.496 -3.264 0.043
H 2.907 0.816 -1.494 0.007
H 4.247 1.273 -2.530 0.032
C -4.389 2.514 1.691 -0.247
S -5.464 2.190 0.226 0.879
O -4.537 2.378 -0.972 -0.587
C -5.472 0.406 0.504 -0.273
H -4.396 3.563 1.986 0.037
H -3.373 2.121 1.665 0.032
H -4.744 1.966 2.564 0.037
H -6.089 0.172 1.371 0.054
H -4.551 -0.032 0.889 0.037
H -5.753 -0.176 -0.374 0.024
C 6.326 -2.270 -1.346 -0.242
S 6.219 -0.453 -1.200 0.842
O 5.031 -0.130 -0.301 -0.590
C 7.761 -0.009 -0.303 -0.242
H 6.440 -2.743 -0.371 0.054
H 7.161 -2.486 -2.013 0.050
H 5.406 -2.752 -1.675 0.028
H 8.503 -0.389 -1.005 0.042
H 7.898 -0.568 0.623 0.053
H 7.822 1.035 0.005 0.051
C -2.415 6.582 1.205 -0.235
S -1.962 7.840 2.489 0.822
O -0.768 7.247 3.156 -0.576
C -1.233 9.172 1.549 -0.272
H -1.540 6.368 0.591 0.048
H -3.239 7.046 0.662 0.047
H -2.608 5.602 1.640 0.034
H -0.310 8.794 1.109 0.054
H -0.966 9.897 2.318 0.049
H -1.851 9.612 0.766 0.056
C 0.015 -4.026 4.971 -0.229
S 1.415 -3.904 3.773 0.828
O 1.257 -2.586 2.981 -0.592
C 2.779 -3.669 4.958 -0.245
H -0.020 -5.085 5.228 0.046
H -0.896 -3.765 4.431 0.040
H 0.110 -3.347 5.818 0.057
H 3.650 -3.570 4.309 0.052
H 2.882 -4.548 5.595 0.056
H 2.643 -2.828 5.637 0.054
C -6.788 2.354 -3.557 -0.268
S -6.688 0.553 -3.336 0.832
O -7.364 -0.074 -4.591 -0.601
C -4.870 0.323 -3.643 -0.253
H -7.794 2.694 -3.805 0.047
H -6.175 2.712 -4.383 0.052
H -6.478 2.908 -2.671 0.025
H -4.629 -0.719 -3.431 0.019
H -4.222 0.879 -2.965 0.011
H -4.772 0.631 -4.684 0.046
C 1.254 -0.025 0.792 -0.228
S -0.055 1.030 0.009 0.824
O -0.955 1.701 1.028 -0.573
C -0.991 -0.296 -0.952 -0.201
H 1.978 -0.292 0.022 0.032
H 0.867 -0.902 1.312 0.020
H 1.756 0.567 1.558 0.014
H -1.934 0.172 -1.235 0.040
H -1.049 -1.257 -0.441 0.033
H -0.544 -0.456 -1.933 0.033
```

***

Stability ranking, top entry: #Q; the second entry is 1886.6 kcal/mol less favorable.

***

#P
Computed, not measured: a cluster of 2 separate species, C3H10NO in total, with wB97M-V/def2-TZVPD.

- Frontier orbital gap: 5.350 eV
- Charge: -1

```
15
Properties=species:S:1:pos:R:3:lowdin_charge:R:1
C -0.110 -0.918 -3.538 -0.525
O -0.793 -1.641 -2.599 -0.487
H -0.462 0.138 -3.592 0.017
H 0.996 -0.935 -3.363 0.016
H -0.198 -1.343 -4.570 0.015
C 0.632 1.276 2.558 -0.172
N -0.538 0.772 1.824 -0.201
C -0.284 -0.475 1.105 -0.144
H 0.401 2.284 2.917 0.064
H 0.759 0.590 3.393 0.065
H 1.508 1.357 1.909 0.067
H -0.847 1.511 1.210 0.083
H -1.208 -1.067 1.218 0.065
H 0.498 -1.111 1.515 0.071
H -0.354 -0.440 0.013 0.067
```

***

#Q
Computed, not measured: a cluster of 2 separate species, C3H10NO in total, with wB97M-V/def2-TZVPD.

- Frontier orbital gap: 6.037 eV
- Charge: -1

```
15
Properties=species:S:1:pos:R:3:lowdin_charge:R:1
C 2.331 -0.347 0.175 -0.541
O 2.348 -0.397 -1.167 -0.442
H 1.493 0.265 0.595 0.008
H 3.277 0.032 0.647 0.024
H 2.199 -1.336 0.715 0.027
C -0.901 -0.989 -0.348 -0.161
N -1.877 0.073 -0.074 -0.194
C -1.256 1.335 0.321 -0.170
H -0.314 -1.234 0.535 0.058
H -0.147 -0.776 -1.115 0.062
H -1.473 -1.888 -0.608 0.063
H -2.394 0.246 -0.927 0.072
H -0.260 1.478 -0.115 0.067
H -1.889 2.145 -0.039 0.060
H -1.137 1.392 1.405 0.065
```

***

Stability ranking, top entry: #Q; the second entry is 10.3 kcal/mol less favorable.

***

#P
Computed, not measured: a cluster of 2 separate species, C3H10NO in total, with wB97M-V/def2-TZVPD.

- Frontier orbital gap: 6.793 eV
- Charge: -1

```
15
Properties=species:S:1:pos:R:3:lowdin_charge:R:1
C -1.633 1.425 -1.290 -0.444
O -1.420 0.135 -0.887 -0.450
H -0.803 2.109 -0.987 0.036
H -1.759 1.549 -2.394 0.026
H -2.579 1.843 -0.889 0.024
C 0.089 -1.204 1.493 -0.173
N 1.254 -0.374 1.137 -0.199
C 1.363 -0.170 -0.314 -0.183
H -0.742 -0.778 0.914 0.044
H 0.206 -2.277 1.247 0.059
H -0.112 -1.115 2.570 0.054
H 2.081 -0.797 1.538 0.062
H 1.624 -1.105 -0.843 0.057
H 2.079 0.624 -0.539 0.048
H 0.351 0.136 -0.756 0.039
```

***

#Q
Computed, not measured: a cluster of 2 separate species, C3H10NO in total, with wB97M-V/def2-TZVPD.

- Frontier orbital gap: 7.011 eV
- Charge: -1

```
15
Properties=species:S:1:pos:R:3:lowdin_charge:R:1
C -0.847 2.273 -1.202 -0.436
O -0.700 1.185 -0.383 -0.410
H -0.594 2.314 -2.288 0.026
H -0.292 3.116 -0.729 0.031
H -1.929 2.560 -1.222 0.026
C 0.820 -0.485 1.565 -0.198
N 0.786 -0.887 0.179 -0.227
C 0.021 -2.078 -0.103 -0.197
H 1.648 -0.981 2.093 0.050
H -0.105 -0.835 2.059 0.062
H 0.880 0.595 1.654 0.061
H 0.380 -0.079 -0.367 0.035
H 0.316 -2.509 -1.062 0.055
H 0.419 -2.822 0.610 0.057
H -1.067 -1.986 0.017 0.067
```

***

Stability ranking, top entry: #Q; the second entry is 1.7 kcal/mol less favorable.